Entry 1:
A molecular structure, C39H37InN7O4P2. Source: the Open Molecules 2025 dataset; level of theory: ωB97M-V with the def2-TZVPD basis set.

For the HOMO energy, the calculation gives -9.1 eV. Its net charge is +1. As for the multiplicity: 1.

Each line ends with the Mulliken charge.
Positions of all 90 atoms, in Å:
In  -6.1809  -18.8213  7.0813  2.255
P  -5.1101  -15.7628  6.5561  0.709
P  -6.9707  -16.9740  8.7432  1.313
O  -4.0930  -18.6243  8.2083  -0.572
O  -3.4931  -22.0989  10.4256  -0.888
O  -3.5176  -20.8682  4.3527  -0.674
O  -4.9239  -19.7170  5.6567  -0.773
N  -5.4108  -18.0316  3.3330  0.061
N  -8.6748  -20.8504  4.0049  0.354
N  -7.8699  -19.6155  5.6337  0.191
N  -4.7439  -20.7321  8.9045  -0.208
N  -8.9110  -20.6730  8.3478  0.111
N  -6.0261  -20.5832  8.5025  0.005
N  -9.2831  -25.3317  -1.0963  -0.453
C  -5.5536  -15.3114  10.5756  -0.627
C  -4.9145  -15.2276  8.2357  0.198
C  -9.2525  -19.4131  5.5686  -1.459
C  -10.0570  -21.9446  2.2918  -0.613
C  -7.6076  -22.2745  2.3258  -0.516
C  -3.9274  -14.3243  8.5733  -0.426
C  -5.1188  -17.7359  0.9849  -0.575
C  -8.3821  -15.9566  8.1861  -1.268
C  -7.7369  -23.1631  1.2533  -0.907
C  -4.6402  -14.2811  10.8621  -0.752
C  -4.1281  -19.5955  2.0746  -0.766
C  -2.4755  -21.3819  10.1048  0.429
C  -1.1715  -21.7295  10.5846  -0.712
C  -9.0266  -23.5268  0.7914  0.457
C  -4.3297  -19.9909  4.5469  -0.172
C  -5.6789  -17.3655  2.2224  -0.470
C  -8.1899  -21.7898  8.5148  0.921
C  -10.9058  -21.9981  8.4201  -0.723
C  -7.6033  -20.5161  4.6894  -0.263
C  -4.3443  -18.9146  0.9223  -0.405
C  -3.3446  -16.0523  6.1399  -1.008
C  -10.2470  -20.7754  8.3069  -0.273
C  -10.1828  -23.1540  8.7165  -0.536
C  -5.4787  -14.1170  5.7491  -1.221
C  -0.2343  -19.6802  9.6986  -0.798
C  -4.6664  -19.1315  3.2813  1.021
C  -9.1651  -24.5425  -0.2486  -0.078
C  -5.7463  -15.7899  9.2819  -0.125
C  -2.5727  -20.1582  9.3117  0.024
C  -7.3404  -17.9215  10.2667  -1.434
C  -8.7945  -23.0067  8.8441  -0.784
C  -10.1549  -22.8896  1.2459  -0.916
C  -6.7427  -21.6802  8.4510  -0.880
C  -3.8900  -13.7509  9.8416  -0.777
C  -1.4631  -19.3179  9.1517  -0.446
C  -3.8687  -19.7799  8.7413  0.745
C  -8.7747  -21.6983  2.8382  1.741
C  -0.1050  -20.8790  10.3878  -0.353
C  -9.7693  -20.1335  4.5232  -0.198
H  -4.5780  -13.9011  11.8406  0.486
H  -6.0781  -14.1294  4.8388  0.364
H  -6.8699  -23.5480  0.7254  0.451
H  -6.1067  -13.5771  6.4789  0.370
H  -7.7763  -17.2296  11.0201  0.575
H  -9.7890  -18.6858  6.2179  0.571
H  -6.2525  -22.6189  8.6707  0.412
H  -8.3990  -15.0695  8.8270  0.469
H  -0.9926  -22.7030  11.0680  0.370
H  -2.9174  -16.8092  6.7989  -0.012
H  -9.2982  -16.5512  8.2909  0.465
H  -6.6005  -20.7929  4.4148  0.166
H  -11.0960  -23.0750  0.7743  0.464
H  -3.9311  -19.3206  -0.0037  0.444
H  0.5549  -18.9551  9.6164  0.423
H  -6.3354  -16.5018  2.2821  0.440
H  -6.1183  -15.6969  11.4273  0.308
H  -2.7556  -15.1206  6.2202  0.479
H  -1.6826  -18.3858  8.6630  0.359
H  -8.2880  -15.6817  7.1157  0.335
H  0.8558  -21.0905  10.8695  0.355
H  -6.4131  -18.3829  10.6373  0.352
H  -5.3433  -17.1697  0.0785  0.384
H  -11.9963  -22.0099  8.3348  0.413
H  -4.3699  -21.5973  9.5968  0.654
H  -3.1021  -13.0073  10.0591  0.364
H  -4.5581  -13.5579  5.5816  0.411
H  -6.5939  -22.1062  2.7927  0.280
H  -10.7843  -20.1587  4.0996  0.416
H  -10.9214  -21.3535  2.6660  0.238
H  -10.7614  -19.8395  8.1621  0.460
H  -3.1570  -16.4186  5.1317  0.375
H  -10.6421  -24.1297  8.8502  0.453
H  -3.2652  -13.9199  7.7994  0.189
H  -8.0540  -18.6865  9.9853  0.284
H  -3.4741  -20.4812  2.1593  0.482
H  -8.1452  -23.8212  9.1407  0.466

***

Entry 2:
A molecular structure, C49H53B2Cl3N13O3RuSSe. Source: the Open Molecules 2025 dataset; level of theory: ωB97M-V with the def2-TZVPD basis set.

For the HOMO energy (spin up / spin down), the calculation gives -7.5 / -7.5 eV. As for the multiplicity: 2.

Each line ends with the Mulliken charge.
Positions of all 126 atoms, in Å:
Ru  -0.5230  -0.4300  -0.3592  0.510
Se  -0.5110  1.7176  0.6158  -0.165
Cl  0.6336  -4.1465  -8.5883  -0.222
Cl  -3.4309  3.9132  -5.0570  -0.182
Cl  2.3429  0.9364  -8.5544  -0.210
S  -5.7500  2.0304  -5.2212  -0.141
O  -3.6252  -0.2074  0.1561  -0.241
O  -2.5879  -2.0250  1.0466  0.086
O  -1.3316  1.7573  -6.2108  0.151
N  0.5022  -0.1022  -2.4984  3.019
N  -2.0510  0.9153  -1.8134  0.267
N  0.2235  -3.2532  0.2709  0.070
N  1.8013  -0.5810  0.1237  1.002
N  -6.1011  2.6344  -1.5396  -0.674
N  -2.3513  5.2024  -1.7173  -0.705
N  1.1990  4.3356  1.0049  0.539
N  -0.4452  -2.6079  -0.7153  1.155
N  0.9000  0.8082  -4.4588  0.863
N  2.0281  -1.5889  0.9918  -1.130
N  0.0107  -2.0727  2.4796  1.148
N  -0.4233  -0.8061  2.5907  -0.011
N  1.7796  2.9466  2.5376  0.658
C  -4.6297  -3.1388  1.8972  -1.138
C  -6.0124  -2.9935  1.9474  -0.767
C  -0.6245  -2.1805  -7.2308  -1.220
C  2.9556  0.0791  -0.0355  -0.301
C  3.3115  -1.5751  1.3836  -0.810
C  -3.2259  0.8045  3.3738  -1.106
C  -3.9303  -2.1407  1.2557  0.780
C  0.7517  4.8642  -0.2661  -0.754
C  1.3534  3.0242  1.2647  -1.142
C  -0.0291  -4.5663  0.2032  -0.572
C  -1.9847  0.4215  4.1835  0.417
C  -1.1046  -3.7809  -3.8717  -1.483
C  -0.8819  -4.7938  -0.8495  -1.700
C  -1.2889  -0.7816  3.6087  0.464
C  1.1320  -1.0233  -3.2866  -2.605
C  -4.9582  2.7941  -1.5665  -0.114
C  -1.4248  -2.0726  4.1455  -1.688
C  3.1454  1.2296  -0.9790  2.496
C  4.0136  2.3346  -0.3721  -1.578
C  1.9325  4.2053  3.0642  -0.383
C  2.1136  1.7037  3.1983  -0.904
C  -2.2847  1.8893  -7.2614  -0.985
C  -2.5215  -1.9662  -2.8637  -0.835
C  3.9443  -0.5288  0.7537  -1.111
C  -4.1827  2.5354  -5.7296  0.661
C  0.3844  0.9853  -3.2242  -1.765
C  -4.5360  0.6530  -7.0075  -0.858
C  -1.0537  1.6203  4.3546  -1.199
C  -1.1247  -3.5328  -1.4090  -0.656
C  0.1429  0.1114  -7.1911  -0.639
C  -3.6521  1.7165  -6.6834  0.136
C  -0.5796  -2.8567  3.3982  -0.345
C  -3.5623  2.9479  -1.6321  0.266
C  0.9453  1.8029  -5.5052  -1.585
C  1.5679  5.0810  2.0967  -0.782
C  0.4322  -2.5119  -8.0644  0.273
C  -5.6964  0.6981  -6.3045  -0.411
C  3.8155  0.7400  -2.2693  -1.816
C  -6.6503  -1.8997  1.3745  -0.543
C  -4.5703  -1.0338  0.6959  0.624
C  -0.7501  -0.8762  -6.7893  0.758
C  -2.7677  1.8249  -1.7073  0.252
C  -5.9401  -0.8936  0.7270  -1.621
C  1.1855  -0.2459  -8.0392  0.852
C  1.3444  -1.5528  -8.4731  -0.842
C  -0.0265  1.5243  -6.6685  -0.735
C  -1.9473  -3.3606  -2.6587  0.911
C  -2.9228  4.1988  -1.6750  -0.078
C  1.3820  -0.4777  -4.5088  -0.512
B  -2.3987  -0.8133  0.3817  1.887
B  1.0098  -2.6295  1.4587  -0.519
H  -0.6685  -4.7673  -3.7168  0.485
H  2.1686  -1.8183  -9.1182  0.468
H  3.6900  -2.3056  2.0754  0.533
H  -1.7291  -3.8126  -4.7648  0.304
H  2.1554  1.6368  -1.1994  -0.834
H  1.3823  -1.9983  -2.9060  0.722
H  -6.4246  -0.0467  0.2617  0.598
H  -1.7252  -1.2308  -2.9568  -0.439
H  -1.6148  2.4712  4.7421  0.464
H  -2.0598  -2.3763  4.9583  0.498
H  0.4199  -5.2551  0.8953  0.533
H  -0.3450  -3.9042  3.4685  0.513
H  3.7442  1.4973  -3.0524  0.376
H  1.5863  5.2977  -0.8199  0.322
H  -1.2924  -5.7353  -1.1664  0.596
H  -3.1241  -1.9402  -3.7728  0.772
H  5.0032  1.9537  -0.1197  0.363
H  -0.2553  1.3801  5.0577  0.329
H  -3.1614  -1.6772  -2.0301  -0.199
H  -2.7778  -4.0700  -2.5726  0.598
H  -4.3083  -0.0991  -7.7483  0.451
H  3.3542  -0.1749  -2.6288  0.352
H  -2.9451  1.1439  2.3767  -0.055
H  0.6671  2.7601  -5.0633  0.393
H  3.1679  1.4594  3.0505  0.329
H  1.5034  0.9062  2.7723  0.193
H  -2.3266  0.1163  5.1787  0.556
H  1.9127  1.7900  4.2640  0.396
H  -6.5229  0.0106  -6.3445  0.440
H  4.8706  0.5341  -2.0821  0.496
H  -2.1744  2.8760  -7.7321  0.369
H  -3.9006  -0.0473  3.2793  0.230
H  -4.1227  -3.9878  2.3323  0.557
H  1.5504  6.1550  2.0945  0.548
H  -2.1192  1.1190  -8.0231  0.406
H  -0.0742  1.9020  -2.8963  0.269
H  3.5437  2.7343  0.5215  0.204
H  4.9771  -0.2466  0.8448  0.518
H  2.2906  4.3788  4.0619  0.516
H  -1.3384  -2.9319  -6.9280  0.471
H  1.6144  -3.5191  1.9779  -0.196
H  0.2206  2.2363  -7.4692  0.774
H  -1.5500  -0.6031  -6.1137  0.531
H  -0.0137  5.6240  -0.1198  0.456
H  0.3213  4.0461  -0.8382  -0.042
H  -0.3004  -3.0682  -4.0476  0.265
H  -7.7274  -1.8293  1.4337  0.427
H  -3.7597  1.6126  3.8748  0.578
H  1.8858  -0.8825  -5.3662  0.641
H  -6.6016  -3.7542  2.4409  0.417
H  -0.6201  1.9036  3.3972  -0.033
H  4.1313  3.1434  -1.0945  0.465
H  1.9564  1.8577  -5.9118  0.611

***

Entry 3:
A molecular structure, C21H16F5N5O4SSiTa. Source: the Open Molecules 2025 dataset; level of theory: ωB97M-V with the def2-TZVPD basis set.

For the HOMO energy, the calculation gives -12.0 eV. Its net charge is +1. As for the multiplicity: 1.

Each line ends with the Mulliken charge.
Positions of all 54 atoms, in Å:
Ta  0.3177  0.0387  -0.3443  1.350
S  -0.0835  0.6136  -2.6330  -0.425
Si  -0.2335  3.5724  -4.4972  0.289
F  0.0060  -2.2000  1.8745  -0.242
F  1.1900  -4.2164  0.6858  -0.247
F  1.9142  -2.9810  -0.9506  -0.219
F  2.5918  -2.5881  1.0581  -0.233
F  -0.6714  -2.5243  -0.2353  -0.282
O  2.0008  0.8593  1.2958  -0.411
O  -3.6068  -0.3682  0.8413  -0.529
O  2.6827  1.1691  3.4120  -0.395
O  -1.5933  -0.0527  -0.1165  -0.421
N  4.9963  0.6777  1.8463  -0.684
N  2.2825  -0.0475  -0.9422  -0.327
N  6.5820  -0.1561  -2.4175  -0.379
N  0.2035  2.1916  -0.5505  -0.284
N  -0.4028  0.5210  1.9277  0.229
C  -0.3257  5.3896  -4.8759  -1.122
C  1.7897  0.9504  2.5012  0.145
C  3.4554  -0.0025  -0.9184  0.869
C  0.2828  3.3029  0.1948  -0.100
C  0.3531  -2.0356  0.5652  0.522
C  1.5462  -2.9767  0.3253  0.689
C  4.9914  0.4338  0.7216  0.523
C  -0.0478  3.4343  -2.5937  0.303
C  -1.4030  0.6491  4.5124  -0.500
C  -2.2374  0.3513  3.4416  -0.841
C  1.2727  2.8042  -5.2611  -1.025
C  0.3927  0.7920  2.9640  0.283
C  0.0412  4.5754  -1.8022  0.236
C  0.0418  2.2483  -1.8769  0.105
C  -1.6835  0.2923  2.1718  0.713
C  -0.0509  0.8689  4.2716  -0.844
C  -1.7960  2.7149  -5.0124  -1.052
C  -2.4609  -0.0857  0.9402  0.172
C  5.7703  -0.0392  -1.6199  -0.221
C  4.7578  0.1002  -0.6333  -0.051
C  0.1982  4.5301  -0.4147  -1.302
H  -3.2912  0.1517  3.5705  0.560
H  -1.1778  5.8750  -4.4041  0.344
H  1.2372  2.9163  -6.3432  0.372
H  -2.6502  3.0833  -4.4468  0.350
H  -0.0169  5.5444  -2.2732  0.450
H  0.2570  5.4326  0.1740  0.436
H  3.6112  1.1333  3.0230  0.477
H  -1.7518  1.6341  -4.8937  0.351
H  0.4134  3.1780  1.2592  0.532
H  2.1746  3.3040  -4.9075  0.343
H  -1.9857  2.9189  -6.0640  0.375
H  -1.7901  0.6947  5.5196  0.494
H  -0.4414  5.5213  -5.9494  0.336
H  1.3641  1.7401  -5.0468  0.337
H  0.6424  1.0849  5.0706  0.621
H  0.5816  5.9182  -4.5871  0.333

***

Entry 4:
A molecular structure, C3H4NS. Source: the Open Molecules 2025 dataset; level of theory: ωB97M-V with the def2-TZVPD basis set.

For the HOMO energy, the calculation gives -14.0 eV. Its net charge is +1. As for the multiplicity: 1.

Each line ends with the Mulliken charge.
Positions of all 9 atoms, in Å:
S  -0.5217  -0.7723  1.7570  0.076
N  -0.0050  0.5294  -0.7288  -0.187
C  0.5936  -0.6657  0.1492  -0.473
C  -1.0518  0.9202  0.1859  -0.038
C  -1.5948  0.4303  1.1815  0.051
H  0.7519  -1.6123  -0.2092  0.397
H  1.6053  -0.4224  0.4297  0.354
H  0.5912  1.2930  -0.9984  0.389
H  -0.3686  0.2998  -1.7669  0.431

***

Entry 5:
2 unconnected molecules or ions with the total composition C5H16N2O. Source: the Open Molecules 2025 dataset; level of theory: ωB97M-V with the def2-TZVPD basis set.

For the HOMO energy, the calculation gives -8.7 eV. Its structure (SMILES) is CC[C@@H](CN)NC.O. As for the multiplicity: 1.

Each line ends with the Mulliken charge.
Positions of all 24 atoms, in Å:
O  1.6029  -2.6019  1.5538  -0.674
N  1.3436  0.1543  -0.6594  -0.263
N  -0.7743  -2.0685  -0.7110  -0.672
C  -0.9365  -0.6198  -0.6242  -0.493
C  -0.2944  1.3684  0.8489  -0.507
C  0.1928  0.0241  0.2252  0.028
C  1.3722  1.1545  -1.7118  -0.949
C  -1.6708  1.4444  1.4882  -1.224
H  -1.9593  -0.3484  -0.3912  0.416
H  -1.6545  1.4573  2.5778  0.292
H  -2.3324  0.6445  1.1596  0.339
H  1.4939  -2.3479  0.6373  0.316
H  0.8848  -3.2146  1.7508  0.328
H  2.1934  0.1035  -0.1255  0.291
H  -0.1892  2.1811  0.1321  0.090
H  -1.3812  -2.4736  -1.4095  0.239
H  2.4128  1.3154  -1.9846  0.385
H  -0.8581  -0.1479  -1.6187  0.177
H  1.0319  2.1416  -1.4032  0.328
H  0.1609  -2.2332  -1.0261  0.208
H  -2.2207  2.3466  1.2052  0.342
H  0.3429  -0.6739  1.0426  0.382
H  0.5070  1.5543  1.5749  0.397
H  0.7322  0.8395  -2.5313  0.225

***

no.,electronic energy (a.u.)
1,-3065.2435
2,-7161.4300
3,-2628.5274
4,-569.1465
5,-384.8177